# C31H30ClFeN2O4P2

A structure of composition C31H30ClFeN2O4P2 at a distorted geometry (the ωB97M-V functional and the def2-TZVPD basis, the OMol25 dataset).

Geometry as XYZ:
```
71
Properties=species:S:1:pos:R:3:forces:R:3:lowdin_charge:R:1
Fe 0.19834 0.08160 -0.73106 -0.4 0.0 -0.3 0.657
O -1.44413 -0.95740 -1.42236 0.2 -0.1 0.2 -0.166
C -1.76473 -2.13734 -0.99006 -0.2 -0.2 0.1 -0.375
C -3.11173 -2.57803 -1.12154 0.1 0.0 0.1 -0.035
C -3.55616 -3.77583 -0.61394 -0.1 -0.1 0.0 -0.114
C -2.68374 -4.65734 0.03080 0.1 0.1 0.0 -0.130
C -1.35426 -4.29856 0.10593 -0.1 -0.1 0.1 -0.085
C -0.86838 -3.08357 -0.38585 0.5 0.1 0.0 -0.157
C 0.59349 -2.92057 -0.43083 -0.3 0.4 -0.2 -0.090
N 1.11124 -1.79374 -0.73892 0.3 -0.5 0.1 -0.071
N 2.47226 -1.68414 -1.02349 -0.6 -0.1 0.3 0.078
C 2.61728 -0.60799 -1.76726 0.7 0.0 -0.3 -0.493
O 1.69360 0.12148 -2.25392 0.0 0.1 0.1 -0.091
C 4.04020 -0.18601 -2.02811 -0.2 -0.1 0.0 -0.142
C 5.11379 -0.80590 -1.39539 0.1 0.0 0.0 -0.040
C 6.40150 -0.32690 -1.58044 0.0 0.0 0.0 -0.099
C 6.62586 0.77816 -2.39532 0.0 0.0 0.0 -0.110
C 5.55801 1.39682 -3.02883 -0.1 -0.1 0.0 -0.091
C 4.26908 0.91241 -2.84600 0.1 0.1 0.0 -0.031
H -3.79371 -1.90866 -1.62974 0.0 0.0 0.0 0.092
H -4.60175 -4.04399 -0.72561 0.0 0.0 0.0 0.094
H -3.03398 -5.59675 0.43729 0.0 0.0 0.0 0.083
H -0.64016 -4.98567 0.55108 0.0 0.0 0.0 0.100
H 1.22632 -3.80071 -0.28250 0.0 0.0 -0.1 0.119
H 4.91337 -1.64966 -0.74953 0.0 0.0 0.0 0.099
H 7.23275 -0.80838 -1.07961 0.0 0.0 0.0 0.091
H 7.63092 1.16041 -2.52772 0.0 0.0 0.0 0.090
H 5.72490 2.26500 -3.65424 0.0 0.0 0.0 0.097
H 3.41617 1.39180 -3.30791 0.0 0.0 0.0 0.113
C 0.33427 -1.02586 2.64033 0.1 0.0 0.0 -0.269
P -0.77086 0.00662 1.60855 -0.4 0.0 0.5 0.916
C -0.72642 1.54949 2.61020 0.0 0.0 -0.1 -0.260
C -2.44363 -0.68373 2.01597 0.2 0.0 -0.2 -0.354
C -2.58010 -1.75664 2.89471 0.0 -0.1 0.1 -0.093
C -3.80042 -2.38823 3.08279 0.0 0.1 0.0 -0.086
C -4.91363 -1.95831 2.37748 0.0 0.0 0.0 -0.092
C -4.79008 -0.88750 1.50725 -0.1 0.0 0.1 -0.113
C -3.57566 -0.23566 1.32196 0.0 0.1 -0.1 -0.397
P -3.44003 1.27046 0.26175 0.1 0.1 0.1 0.927
C -4.71619 2.28606 1.14461 0.0 -0.1 -0.1 -0.305
C -4.40841 0.83103 -1.24011 0.1 0.0 0.0 -0.291
H 0.19757 -0.84498 3.70847 0.0 0.0 0.0 0.043
H 1.35045 -0.75311 2.34900 0.0 0.0 0.0 0.037
H 0.19010 -2.08446 2.42426 0.0 0.0 -0.1 0.032
H -1.25596 1.42449 3.55601 0.0 0.0 0.0 0.039
H -1.16434 2.37124 2.04772 0.0 0.0 0.0 0.020
H 0.32275 1.77812 2.80360 0.0 0.0 0.0 0.036
H -1.71833 -2.12825 3.43217 0.0 0.0 0.0 0.084
H -3.87397 -3.22552 3.76495 0.0 0.0 0.0 0.098
H -5.86768 -2.45582 2.49886 0.0 0.0 0.0 0.097
H -5.66348 -0.55442 0.95800 0.0 0.0 0.0 0.091
H -5.70844 1.83017 1.11462 0.0 0.0 0.0 0.027
H -4.76779 3.27695 0.69097 0.0 0.0 0.0 0.024
H -4.41817 2.40388 2.18699 0.0 0.0 0.0 0.030
H -5.22282 0.13223 -1.04621 0.0 0.0 0.0 0.025
H -3.73196 0.40021 -1.97558 0.0 0.0 0.0 0.020
H -4.82655 1.75401 -1.64739 0.0 0.0 0.0 0.032
Cl 4.98452 5.50397 -1.56079 -0.1 -0.1 0.1 0.591
C 3.95574 4.21969 -0.94526 0.0 0.0 0.0 -0.680
C 4.43682 3.36645 0.06028 0.1 0.0 0.0 -0.112
C 3.65990 2.34751 0.53530 -0.2 -0.1 0.0 -0.001
C 2.33838 2.09228 0.03262 0.3 -0.1 0.2 -0.354
O 1.66862 1.09218 0.46880 0.0 0.2 -0.2 -0.147
C 1.88063 2.99977 -0.96798 -0.7 -0.1 -0.3 -0.137
C 0.55825 2.89721 -1.56813 -0.2 -0.6 0.6 -0.167
O -0.33938 2.09476 -1.26164 0.9 0.8 -0.6 -0.066
C 2.69868 4.03678 -1.44295 0.1 0.1 -0.1 -0.089
H 5.43742 3.51811 0.44546 0.0 0.0 0.0 0.101
H 4.03557 1.66608 1.28812 0.0 0.0 0.0 0.115
H 0.36185 3.64283 -2.36551 -0.1 -0.1 0.2 0.126
H 2.32640 4.68939 -2.22513 0.0 0.0 0.0 0.108
```
Forces are in eV/Å.

Summary:
Multiplicity: 5
Gap between HOMO and LUMO (alpha / beta) (eV): 7.06 / 7.15
HOMO (alpha / beta) (eV): -4.348 / -4.435
Total charge: -1
Lowest unoccupied orbital energy (alpha / beta) (Ha): 0.0998 / 0.0998
ΔE to the lowest compared entry with this formula, charge and spin (kcal/mol): 0.0
⟨S²⟩: 6.016

# C31H30F3Ge2N4SZr

A structure of composition C31H30F3Ge2N4SZr (the ωB97M-V functional and the def2-TZVPD basis, the OMol25 dataset).

Geometry as XYZ:
```
72
Properties=species:S:1:pos:R:3:forces:R:3:nbo_charge:R:1
Zr 1.31960 -0.49080 -0.38745 -0.1 -0.1 -0.6 1.871
N 0.50548 2.94339 2.58530 0.0 0.0 0.0 -0.781
C 0.38339 1.94937 1.67913 0.1 -0.1 -0.1 0.330
S 1.52547 2.01635 0.27980 0.1 0.0 0.1 -0.133
N -0.47188 1.01291 1.79535 -0.1 0.1 0.1 -0.319
N -0.35745 -0.03800 0.90396 0.0 0.0 0.0 -0.502
C -1.36417 -0.90158 0.96372 -0.1 -0.1 0.1 0.080
C -1.22410 -2.09802 0.22831 0.1 0.0 0.0 0.106
C -2.19522 -3.10660 0.16666 0.0 0.0 0.0 -0.174
C -1.93980 -4.23872 -0.56291 0.0 0.0 0.0 -0.133
C -0.71325 -4.36026 -1.24108 0.0 0.0 0.0 -0.230
C 0.19696 -3.34550 -1.15854 0.0 0.0 0.0 0.061
N -0.02732 -2.21986 -0.42998 0.0 0.0 0.0 -0.639
H 0.85659 3.83685 2.28208 0.0 0.0 0.0 0.412
H -0.18896 2.96315 3.31916 0.0 0.0 0.0 0.428
H -2.21721 -0.69379 1.59564 0.0 0.0 0.0 0.242
H -3.12858 -2.97148 0.69560 0.0 0.0 0.0 0.249
H -2.67409 -5.02989 -0.62318 0.0 0.0 0.0 0.250
H -0.48833 -5.23549 -1.83262 0.0 0.0 0.0 0.251
H 1.13890 -3.39100 -1.69278 0.0 0.0 0.0 0.214
C 6.89243 2.21949 1.89276 -0.1 0.0 0.0 -1.066
Ge 5.22109 3.02757 1.28674 0.0 0.1 0.0 1.306
C 4.40011 4.27672 2.54675 0.0 -0.1 0.0 -1.067
C 5.32705 3.76193 -0.52042 0.0 0.0 0.1 -1.074
Ge 3.59784 1.14669 1.13966 0.1 0.1 0.1 1.009
C 3.11932 0.11287 2.71511 0.0 0.0 -0.2 -0.515
C 2.25877 -0.98506 2.74693 -0.1 -0.1 0.2 -0.198
C 2.02601 -1.67596 3.92706 -0.1 0.0 -0.1 -0.182
C 2.65810 -1.28349 5.09833 0.1 0.1 0.0 -0.160
C 3.51505 -0.19233 5.08724 0.0 -0.1 0.0 -0.202
C 3.73976 0.49693 3.90555 0.0 0.1 0.0 -0.119
C 3.80322 -0.09712 -0.42070 0.0 0.0 0.2 -0.591
C 3.96444 0.45009 -1.70077 0.0 0.0 0.0 -0.105
C 4.23482 -0.36365 -2.79741 0.0 0.0 0.0 -0.166
C 4.29083 -1.73776 -2.64542 0.0 0.0 0.0 -0.148
C 4.08948 -2.31246 -1.39114 0.0 0.0 0.0 -0.157
C 3.86522 -1.50211 -0.28318 0.0 0.0 0.1 -0.314
H 7.65590 2.99692 1.93981 0.0 0.0 0.0 0.264
H 7.23409 1.45334 1.19761 0.0 0.0 0.0 0.247
H 6.79816 1.77531 2.88232 0.0 0.0 0.0 0.247
H 5.08833 5.10589 2.71502 0.0 0.0 0.0 0.265
H 4.18509 3.81607 3.51025 0.0 0.0 0.0 0.245
H 3.47792 4.68762 2.13596 0.0 0.0 0.0 0.235
H 5.88660 4.69756 -0.47936 0.0 0.0 0.0 0.266
H 4.34028 3.98640 -0.92642 0.0 0.0 0.0 0.239
H 5.85520 3.08915 -1.19534 0.0 0.0 0.0 0.243
H 1.69497 -1.35381 1.88576 0.1 0.0 0.0 0.159
H 1.35097 -2.52172 3.93199 0.0 0.0 0.0 0.233
H 2.48108 -1.82786 6.01578 0.0 0.0 0.0 0.243
H 4.00921 0.12262 5.99624 0.0 0.0 0.0 0.241
H 4.41290 1.34729 3.91720 0.0 0.0 0.0 0.207
H 3.89155 1.52201 -1.84755 0.0 0.0 0.0 0.231
H 4.37807 0.08117 -3.77311 0.0 0.0 0.0 0.251
H 4.48849 -2.36927 -3.50114 0.0 0.0 0.0 0.252
H 4.14368 -3.38686 -1.26991 0.0 0.0 0.0 0.250
H 3.78408 -1.95172 0.70325 0.1 0.0 0.0 0.263
F -0.15904 0.33080 -9.90506 0.0 0.0 0.0 -0.309
C 0.51065 1.24038 -9.19179 0.1 0.0 0.0 0.969
F -0.02621 2.44123 -9.44022 0.0 0.0 0.0 -0.310
F 1.77666 1.26613 -9.64819 -0.1 0.0 0.0 -0.315
C 0.50039 0.92952 -7.71461 0.0 0.0 0.0 -0.096
C 1.00991 1.88052 -6.83942 0.0 0.0 0.1 -0.184
C 1.06697 1.60719 -5.48581 0.0 0.0 -0.1 -0.112
C 0.60597 0.37705 -5.00637 -0.1 -0.1 0.0 -0.233
C 0.07229 -0.56194 -5.89324 0.0 0.0 0.1 -0.153
C 0.02369 -0.28642 -7.24768 0.0 0.1 0.0 -0.171
C 0.71344 0.06794 -3.61794 0.1 0.1 0.0 0.280
C 0.89196 -0.17199 -2.43184 -0.2 0.0 0.0 -0.719
H 1.36078 2.83067 -7.21944 0.0 0.0 0.0 0.243
H 1.46149 2.34120 -4.79626 0.0 0.0 0.0 0.215
H -0.29992 -1.50436 -5.51528 0.0 0.0 0.0 0.228
H -0.38340 -1.00997 -7.93933 0.0 0.0 0.0 0.250
```
Forces are in eV/Å.

Summary:
Multiplicity: 2
Gap between HOMO and LUMO (alpha / beta) (eV): 5.36 / 6.85
HOMO (alpha / beta) (eV): -12.056 / -13.631
Total charge: +2
Lowest unoccupied orbital energy (alpha / beta) (Ha): -0.2461 / -0.2493
⟨S²⟩: 0.764

# C31H30Li3N6O3

A structure of composition C31H30Li3N6O3 at a distorted geometry (the ωB97M-V functional and the def2-TZVPD basis, the OMol25 dataset).

Geometry as XYZ:
```
73
Properties=species:S:1:pos:R:3:forces:R:3:lowdin_charge:R:1
Li 0.85973 2.70361 -2.10866 -0.6 -0.9 0.6 0.716
Li 3.49685 2.65091 -0.45581 -0.6 -1.2 0.2 0.761
Li -1.55722 0.90721 0.75783 0.0 -0.2 -0.2 0.578
C 0.57650 1.35225 -0.18610 0.0 -0.4 -0.6 -0.932
O 1.80191 1.71985 -0.50552 0.7 1.2 -0.5 -0.286
O -0.40080 1.99080 -0.73536 0.5 0.3 0.0 -0.195
O 0.37403 0.34070 0.53782 0.0 0.4 0.4 -0.112
N 2.54118 -4.73344 0.51143 -0.3 -0.3 0.0 0.057
C 1.67663 -3.73641 0.37519 0.1 0.2 -0.3 -0.152
C 1.75212 -2.55454 1.09489 -0.4 0.0 0.2 -0.073
C 2.71958 -2.45475 2.07615 0.4 0.2 -0.1 -0.088
C 3.65124 -3.47543 2.20933 -0.1 0.1 0.2 -0.085
C 3.49971 -4.60501 1.42195 0.2 0.0 -0.3 -0.161
H 0.89932 -3.88075 -0.36921 0.0 0.0 0.0 0.097
H 1.06901 -1.73357 0.90997 0.0 -0.1 0.1 0.068
H 2.77468 -1.56792 2.69672 0.1 0.0 -0.1 0.111
H 4.49462 -3.37938 2.88105 -0.1 -0.1 0.2 0.104
H 4.18666 -5.44243 1.48256 0.1 0.1 0.1 0.105
N 4.86674 1.10514 -0.41220 -0.1 0.6 -0.1 -0.034
C 4.29556 -0.09622 -0.34442 -0.2 -0.4 0.1 -0.128
C 5.02131 -1.25848 -0.15307 0.2 -0.2 -0.1 -0.038
C 6.39791 -1.17598 -0.01991 0.1 0.2 0.0 -0.040
C 7.00194 0.07276 -0.09596 -0.1 0.1 0.3 -0.052
C 6.19772 1.17890 -0.29839 0.0 0.1 0.0 -0.145
H 3.21436 -0.12727 -0.41800 0.0 0.1 0.0 0.094
H 4.51047 -2.20983 -0.08721 0.0 0.1 0.0 0.096
H 7.01017 -2.05028 0.15823 -0.1 -0.1 0.0 0.116
H 8.05850 0.19816 0.09412 0.0 0.0 -0.2 0.111
H 6.61322 2.17853 -0.35853 0.1 -0.1 0.0 0.107
N -2.58495 -0.45806 -0.49323 -0.3 0.1 0.4 0.025
C -1.87450 -1.49296 -0.91657 0.4 -0.3 0.0 -0.143
C -2.39127 -2.49191 -1.72113 -0.2 0.0 -0.2 -0.055
C -3.71649 -2.40061 -2.11383 0.0 0.0 0.1 -0.061
C -4.48567 -1.34506 -1.63992 0.1 -0.5 -0.2 -0.054
C -3.88219 -0.42140 -0.80970 0.1 0.5 -0.4 -0.138
H -0.84060 -1.53913 -0.58909 0.0 0.2 0.0 0.092
H -1.76184 -3.30688 -2.05188 0.0 0.0 0.0 0.105
H -4.15198 -3.14428 -2.76918 0.0 0.0 0.0 0.111
H -5.52127 -1.27737 -1.94214 0.0 0.2 0.2 0.108
H -4.42751 0.44896 -0.45644 0.0 -0.1 0.1 0.105
N -2.74660 2.62709 1.11805 0.1 -0.3 -0.2 0.013
C -3.05849 3.17629 2.28123 -0.1 0.0 0.5 -0.140
C -3.75696 4.36822 2.40172 0.4 -0.2 -0.3 -0.051
C -4.12955 5.02679 1.23713 -0.4 0.0 0.9 -0.061
C -3.82376 4.45335 0.01530 -0.1 0.4 0.1 -0.052
C -3.12913 3.26053 0.01414 0.3 0.1 -0.5 -0.155
H -2.73352 2.63310 3.16459 0.0 0.0 0.0 0.105
H -3.94037 4.77454 3.38539 -0.1 0.1 0.0 0.107
H -4.68943 5.94330 1.38684 0.1 0.1 -0.6 0.112
H -4.08337 4.94263 -0.91271 0.0 -0.1 0.0 0.108
H -2.79099 2.83312 -0.92367 -0.1 -0.2 0.1 0.103
N -2.09548 -0.04271 2.63676 0.3 -0.2 -0.3 0.006
C -3.32862 -0.23496 3.09224 -0.4 0.4 0.1 -0.156
C -3.61605 -0.46295 4.42529 0.4 -0.2 -0.1 -0.053
C -2.54985 -0.51182 5.31819 -0.6 -0.2 0.3 -0.066
C -1.25947 -0.33716 4.86163 0.0 0.4 -0.3 -0.050
C -1.08533 -0.12799 3.49624 0.2 0.1 0.2 -0.134
H -4.13384 -0.12329 2.37204 0.1 -0.1 -0.1 0.107
H -4.63693 -0.59653 4.75058 0.0 0.0 0.0 0.107
H -2.77879 -0.70711 6.36023 0.2 0.1 0.0 0.112
H -0.41609 -0.25278 5.53170 0.0 -0.3 0.0 0.107
H -0.09462 -0.00550 3.06806 0.0 0.1 0.0 0.100
N 0.53304 1.47341 -3.74044 0.2 0.4 -0.1 -0.013
C 0.43851 0.16479 -3.51141 0.1 -0.4 0.4 -0.125
C 0.23355 -0.77400 -4.50610 -0.2 0.2 -0.4 -0.039
C 0.05412 -0.33214 -5.81392 0.1 0.0 -0.1 -0.049
C 0.13594 1.02449 -6.07066 0.5 0.7 0.5 -0.050
C 0.40563 1.87945 -5.00322 -0.5 -0.2 -0.2 -0.139
H 0.52202 -0.14981 -2.47544 0.1 0.1 0.0 0.107
H 0.19329 -1.83108 -4.28858 0.0 0.0 0.2 0.109
H -0.13279 -1.03739 -6.61370 0.0 0.0 0.0 0.115
H 0.08650 1.50784 -7.03656 -0.2 -0.5 -0.2 0.110
H 0.44205 2.94983 -5.17671 0.2 0.0 0.0 0.108
```
Forces are in eV/Å.

Summary:
Gap between HOMO and LUMO (eV): 8.13
HOMO (eV): -11.009
Total charge: +1
Lowest unoccupied orbital energy (Ha): -0.1058

Q: Which total energy values were calculated for the entries above? A: -4016.543435; -6316.494979; -1776.229434, in Ha.